(1)
Formula: C52H57BrFIN2O30P4
Source: OMol25
Level of theory: the ωB97M-V functional and the def2-TZVPD basis

Geometry (Å):
I1 1.3016 7.3871 1.7041
Br1 3.9195 0.4754 1.8265
P1 0.1010 5.7799 4.0597
P2 3.6358 1.2536 5.5981
P3 2.3972 2.4474 -1.3678
P4 4.4687 2.6263 1.4519
F1 -1.1135 4.0204 2.5042
O1 3.5382 -7.5319 -5.7541
O2 0.8457 -8.0504 -5.6313
O3 3.2899 -6.7602 -1.0954
O4 2.5972 0.0600 4.8554
O5 3.4046 5.5642 2.9086
O6 -1.1342 -2.9631 3.6515
O7 -2.5536 -4.6615 -1.8650
O8 -3.7903 -7.9682 -7.5899
O9 1.7093 4.8788 -0.6456
O10 -3.8422 -5.3117 -4.1995
O11 -1.1898 6.6951 3.7258
O12 2.9797 1.4787 7.0588
O13 5.3970 2.4675 -0.0754
O14 -2.2195 6.9583 -0.8390
O15 -1.7178 9.4323 -1.9170
O16 -0.0443 -7.5303 3.0897
O17 -2.0875 2.9660 -0.1477
O18 2.5564 0.9204 -1.1120
O19 -7.2014 -2.2783 -2.8301
O20 0.6162 -7.3656 -0.9579
O21 -3.2646 5.5913 -5.2437
O22 -1.9365 -3.0161 1.0271
O23 5.2504 0.6342 5.9878
O24 -4.8356 -7.8476 -10.1249
O25 -5.8699 -1.5620 -0.5392
O26 -2.6769 8.0409 -6.3334
O27 -0.7631 -7.5593 0.4410
O28 -6.9294 -4.6145 -6.4676
O29 -0.6189 3.6420 -1.7765
O30 -8.0339 -4.5578 -8.9798
N1 0.4084 3.3323 0.6010
N2 -0.8928 5.5498 0.8252
C1 -4.1736 -3.0936 -1.1509
C2 2.4607 4.4819 2.6620
C3 -6.4617 -6.2086 -9.6127
C4 7.6614 0.2459 5.4218
C5 -0.6541 1.1319 3.6482
C6 3.5669 6.0999 4.2183
C7 6.1979 0.8672 4.8974
C8 -4.8258 -7.1032 -7.8932
C9 -0.0707 4.4409 1.4810
C10 -6.9799 -5.4027 -8.6839
C11 2.8259 -1.2248 5.5615
C12 2.8539 -7.4654 -4.5543
C13 -2.8928 6.4613 -4.4633
C14 -2.3585 7.1856 -2.1959
C15 -0.4630 -6.4750 2.6258
C16 1.2944 -7.4049 -2.1623
C17 -0.6633 3.3085 -0.5121
C18 -1.8559 0.1809 1.3518
C19 -5.3415 -6.2949 -6.9651
C20 -2.0571 8.5534 -2.7015
C21 2.3733 3.2901 3.7726
C22 -2.9367 -0.6149 3.8685
C23 -6.1224 -2.8255 -2.6320
C24 -0.5637 -5.2486 3.4319
C25 0.6678 -7.7286 -3.2952
C26 -3.6169 -4.0892 -2.0797
C27 3.9856 -2.1709 4.8941
C28 -1.4865 -4.0620 1.4817
C29 -5.5535 -3.8035 -3.5725
C30 -1.7407 0.2897 4.5568
C31 1.0057 5.2678 2.3997
C32 0.3704 1.9100 1.0055
C33 1.3970 -7.7709 -4.5720
C34 2.7459 -7.0723 -2.1488
C35 -6.4451 -5.3793 -7.2943
C36 -2.5649 7.8211 -4.9728
C37 -0.6463 1.1619 1.9757
C38 -0.8844 -6.4095 1.1996
C39 -1.3630 -5.2824 0.6693
C40 2.9996 3.8921 1.1695
C41 -5.3415 -2.5007 -1.4063
C42 3.6576 2.9608 4.7306
C43 -2.7500 6.2123 -3.0206
C44 -1.0391 -4.1205 2.9008
C45 -2.9423 -0.6606 2.2263
C46 3.7370 7.7523 4.3460
C47 -4.3839 -4.3937 -3.3186
C48 1.8517 3.5615 0.0832
C49 -2.1768 8.7955 -4.1478
C50 3.4799 -7.1383 -3.4222
C51 -5.3423 -7.1065 -9.2893
C52 4.0091 5.0288 0.4487
H1 8.3482 1.1819 5.6928
H2 0.9218 6.7134 4.8477
H3 0.1508 1.7343 4.2350
H4 3.6504 3.0303 -1.8756
H5 4.2846 4.7243 -0.6714
H6 -0.2957 4.6445 4.8477
H7 0.2412 1.2737 -0.0085
H8 -1.9375 9.7892 -4.5043
H9 -2.9745 5.2141 -2.6662
H10 4.1514 8.2417 3.3677
H11 -1.9277 7.8157 -0.4594
H12 2.6310 8.1509 4.5369
H13 -1.5080 -2.2881 3.0441
H14 -3.5939 -8.4434 -8.4267
H15 -0.2371 -5.3059 4.4626
H16 -3.7638 -1.2944 1.6495
H17 2.8171 5.7093 5.0622
H18 4.3356 -2.9344 5.7416
H19 4.5380 -6.9116 -3.3952
H20 8.2230 -0.2878 4.5196
H21 2.1055 2.2341 3.2807
H22 -2.9953 -5.5962 -3.7917
H23 6.3134 2.7495 0.2254
H24 7.5624 -0.4210 6.3766
H25 -1.9341 0.1024 0.1635
H26 2.8665 -7.7867 -6.4237
H27 5.0744 5.0879 0.9883
H28 3.6288 -2.8204 3.9818
H29 -1.9159 5.3702 0.8758
H30 5.9336 0.2392 3.9437
H31 4.9553 -1.6101 4.5544
H32 1.4471 1.6192 1.3379
H33 -0.3873 -7.9704 -3.3198
H34 3.6368 6.1106 0.4168
H35 4.7092 3.2402 4.2380
H36 6.4284 1.9873 4.6507
H37 -8.2262 -4.0784 -8.1447
H38 -6.7196 -1.2820 -0.9441
H39 1.2866 -7.1049 -0.2894
H40 3.0868 -1.1040 6.6997
H41 -0.5522 5.9203 -0.0579
H42 4.3490 8.0160 5.3193
H43 -3.7187 -1.1792 4.5323
H44 -0.3950 -8.2360 1.0501
H45 -1.6751 -5.2212 -0.3654
H46 -1.6949 0.3293 5.7294
H47 1.8124 -1.8355 5.4983
H48 -4.9742 -6.2806 -5.9470
H49 1.4873 3.4134 4.5676
H50 -3.5967 -2.8686 -0.2627
H51 3.5746 3.7379 5.6375
H52 -6.1227 -4.0171 -4.4681
H53 -2.9745 7.1851 -6.7123
H54 1.5401 2.5461 -2.5590
H55 4.6241 5.7007 4.6186
H56 2.1001 4.8255 -1.5581
H57 -6.8393 -6.2341 -10.6272

Results
LUMO level ... -1.659 eV
Kohn-Sham gap ... 6.6 eV
E_HOMO ... -8.31 eV

---

(2)
Formula: C9H48NO16
Source: OMol25
Level of theory: the ωB97M-V functional and the def2-TZVPD basis

Geometry (Å):
O1 3.4095 0.7553 3.8806
O2 0.8454 0.8616 -0.8006
O3 2.9994 0.2669 -2.9828
O4 -0.2692 -4.7033 3.6567
O5 0.4695 3.8304 -0.7793
O6 5.1177 -0.7426 2.1187
O7 0.7474 2.6169 -3.6905
O8 -4.8270 -0.4572 -3.7191
O9 -1.9262 4.0536 -3.6577
O10 1.4299 3.0491 2.0328
O11 3.4255 1.4391 0.8266
O12 -0.1274 -1.4228 -3.4610
O13 3.6227 -2.4420 4.0243
O14 1.2011 -4.0398 -3.4072
O15 -5.6686 1.0693 2.0238
O16 -3.3848 4.7790 0.1974
N1 -0.0559 -0.2238 -0.4347
C1 -2.3293 -1.0583 0.1250
C2 -0.3491 -2.6119 0.3746
C3 -1.6981 -2.2242 0.9445
C4 -1.4414 0.2047 -0.1831
C5 0.5591 -1.3264 0.4008
C6 -1.5413 1.2031 1.0998
C7 1.8249 -1.9649 -0.3077
C8 0.9572 -0.9774 1.8256
C9 -2.0377 0.9774 -1.4126
H1 -4.2352 -1.0047 -3.2031
H2 -5.6970 0.6298 1.1739
H3 -2.3109 3.1803 -3.5827
H4 0.2472 2.2608 -2.9561
H5 -0.1952 -4.0365 4.3394
H6 4.5083 -1.4368 2.3696
H7 -2.3355 -3.1078 0.9131
H8 -5.6980 -0.6542 -3.3746
H9 1.9043 -1.4604 2.0659
H10 -3.2003 -0.7911 0.7233
H11 -0.0293 -0.7616 -4.1462
H12 -1.5483 1.9272 -1.6284
H13 2.3673 0.2246 -2.2652
H14 1.9072 -4.0512 -2.7611
H15 -1.8129 0.3141 -2.2478
H16 -0.5885 -2.7644 -0.6778
H17 -0.4867 -4.2124 2.8642
H18 3.6571 -1.5742 4.4267
H19 -1.0100 2.1470 0.9782
H20 -0.4457 -0.9355 -2.7011
H21 1.0466 0.0909 2.0226
H22 -3.0849 1.2321 -1.2492
H23 2.6297 -1.2814 -0.5784
H24 -1.1813 0.7570 2.0269
H25 2.8031 0.9751 0.2667
H26 0.6703 2.4762 1.9278
H27 -2.6026 1.4181 1.2245
H28 2.5517 1.1797 3.8981
H29 -3.5524 3.9631 -0.2743
H30 1.5198 -2.1854 -1.3306
H31 0.7281 4.0435 0.1173
H32 0.1778 -1.3491 2.4907
H33 2.1601 2.5486 1.6688
H34 -5.1180 0.5056 2.5672
H35 -1.6311 -2.0397 2.0166
H36 0.6913 3.5662 -3.5812
H37 2.5384 0.7310 -3.6816
H38 0.0924 -3.4853 0.8545
H39 3.6814 -3.0505 4.7608
H40 4.1737 0.8462 0.8964
H41 -2.5932 5.1325 -0.2083
H42 -1.1795 3.9372 -4.2452
H43 5.2463 -0.8646 1.1780
H44 2.1283 -2.8994 0.1645
H45 3.6306 0.6994 2.9510
H46 0.7504 -3.2091 -3.2557
H47 0.5469 2.8777 -0.8313
H48 -2.7752 -1.4200 -0.8015

Results
<S²> ... 0.76
Spin multiplicity ... 2
ΔE to the lowest compared entry with this formula, charge and spin ... 0.0 kcal/mol
LUMO level (spin up / spin down) ... -0.434 / -2.509 eV
Kohn-Sham gap (spin up / spin down) ... 10.5 / 8.8 eV
E_HOMO (spin up / spin down) ... -10.90 / -11.27 eV

---

(3)
Formula: C37H76Cl4F7N11O13S2
Source: OMol25
Level of theory: the ωB97M-V functional and the def2-TZVPD basis

Geometry (Å):
Cl1 6.1787 -0.1995 -2.6952
Cl2 5.5778 -1.3454 0.0091
Cl3 3.9460 3.3777 -1.7157
Cl4 1.3858 4.8018 -1.6093
S1 0.5337 0.4908 -1.0332
S2 0.8523 -1.2537 0.7281
F1 -2.0498 1.4117 -1.2616
F2 1.4626 -2.5574 2.7954
F3 -2.5155 7.1530 -0.2820
F4 2.2204 -0.5507 2.9183
F5 -0.6656 2.2955 -2.7441
F6 0.1111 -1.0867 3.3006
F7 -0.6900 2.9251 -0.5664
O1 1.2723 -1.0230 8.1681
O2 1.8308 1.1214 -1.2922
O3 -5.2779 -2.1449 2.3225
O4 7.2448 1.5181 2.1661
O5 -0.4394 1.4489 4.7451
O6 3.4460 -6.2279 -2.0523
O7 -1.6485 2.2307 -6.1331
O8 2.8340 2.0559 -7.4123
O9 -2.9982 -4.4238 -1.9744
O10 0.2612 -0.5909 -1.9892
O11 0.0083 -2.3804 0.3103
O12 2.1844 -1.3506 0.1819
O13 -2.0299 -7.8128 1.6750
N1 -4.4398 -2.7462 4.3777
N2 0.1629 0.1442 0.5869
N3 -0.4930 2.0701 2.1745
N4 -2.0452 2.5796 5.6400
N5 -1.5491 -6.1200 0.1922
N6 2.2816 0.5224 6.8185
N7 3.0646 -4.1512 -2.9390
N8 5.5222 2.7009 1.3269
N9 -0.9870 -3.4661 -2.0388
N10 -3.5323 1.4357 -5.3238
N11 1.0724 2.2411 -6.0938
C1 -2.2656 -7.0885 0.7063
C2 3.4448 -4.9870 -1.8850
C3 -4.3249 -2.5551 3.0488
C4 -5.6109 -2.4999 5.2466
C5 -1.5718 3.9216 5.3994
C6 -0.3305 -5.6691 0.8324
C7 -2.2944 -3.4505 -1.6928
C8 -3.4537 6.3686 -3.7475
C9 -3.0590 7.0906 -2.6253
C10 6.0531 1.7271 2.0937
C11 -3.7233 3.0572 -7.0676
C12 -0.7920 1.9450 -1.4281
C13 1.6580 2.3915 -7.2499
C14 -2.9163 0.4247 -4.3954
C15 2.6575 4.0965 -0.6520
C16 2.8458 -2.6847 -2.7563
C17 -2.8669 2.1947 -6.1369
C18 -2.8090 6.3730 -1.4246
C19 5.1164 -0.0669 -1.1716
C20 -1.5076 1.4273 5.3055
C21 -2.9216 -2.2549 -1.0162
C22 0.8486 3.0188 -8.3271
C23 3.0054 -1.7948 6.6009
C24 6.2901 3.6567 0.5621
C25 1.1630 -1.2921 2.5622
C26 3.6707 -4.4625 -0.5541
C27 1.7018 1.7281 -4.8974
C28 -3.5162 5.0005 -3.7028
C29 -0.2810 -4.4525 -2.8087
C30 1.5773 1.5971 7.3766
C31 -2.3282 0.1816 5.5195
C32 -2.7533 5.0189 -1.3894
C33 2.1106 -0.7647 7.2611
C34 -3.6303 -7.2987 0.0161
C35 5.0662 0.9215 2.9149
C36 -3.1573 4.3558 -2.5294
C37 -2.8855 -2.7773 2.4786
H1 -1.8628 0.6739 -4.2675
H2 -4.5410 1.4835 -5.3071
H3 -1.3767 2.4318 1.8452
H4 -0.4817 -2.5947 -1.9657
H5 -0.5636 -4.7714 1.4051
H6 -0.5037 3.8865 5.1845
H7 -5.9741 -3.4822 5.5490
H8 0.0391 3.6835 -8.0255
H9 3.0311 0.6737 6.1586
H10 0.3261 2.2822 -8.9373
H11 5.1197 1.3019 3.9349
H12 4.0996 0.9140 2.4112
H13 -1.6602 4.5244 6.3032
H14 1.8880 -2.3771 -2.3367
H15 -0.0301 2.9678 2.1708
H16 -4.3488 -7.7317 0.7120
H17 0.2260 -6.3553 1.4707
H18 0.5128 1.6412 7.1468
H19 -3.0992 3.9118 -7.3288
H20 3.0373 -1.7150 5.5143
H21 1.7500 2.4897 -4.1191
H22 2.7136 1.3742 -5.0953
H23 -2.1990 4.3612 4.6239
H24 -0.5725 1.7752 3.1372
H25 4.1003 -0.2938 -1.4942
H26 -3.3519 0.1627 -3.4312
H27 3.0824 4.9479 -0.1205
H28 -1.9318 -5.5092 -0.5154
H29 5.2070 0.9036 -0.6837
H30 -4.0429 2.5999 -8.0039
H31 -4.0755 -6.3960 -0.4023
H32 -4.6541 3.2998 -6.5550
H33 0.5312 -4.0898 -3.4388
H34 5.7287 4.5561 0.3092
H35 -2.2812 -1.8480 -0.2336
H36 -5.4187 -1.8645 6.1111
H37 -3.6685 -3.2524 4.7889
H38 -2.9126 -1.5328 -1.8326
H39 -3.8644 6.9084 -4.5880
H40 1.6934 1.6175 8.4602
H41 5.4980 -0.0743 3.0148
H42 -2.8512 -0.5494 -4.8801
H43 6.5626 3.1303 -0.3526
H44 -2.4993 -0.3680 4.5939
H45 2.6774 -2.7787 6.9361
H46 -2.5738 -1.8544 1.9896
H47 -3.8671 4.4961 -4.5910
H48 1.4025 3.5776 -9.0814
H49 3.1287 -5.1583 0.0863
H50 3.6231 -2.1343 -2.2261
H51 -2.4268 4.5612 -0.4672
H52 3.4639 -3.4009 -0.4186
H53 2.2818 3.3242 0.0193
H54 4.7361 -4.6193 -0.3851
H55 7.0933 4.1218 1.1335
H56 -3.2409 0.4009 6.0734
H57 -6.3878 -1.9848 4.6817
H58 0.0716 2.1782 -6.2142
H59 -2.0597 -2.9906 3.1572
H60 -0.1804 1.3433 1.5467
H61 -3.4571 -7.9801 -0.8168
H62 0.4131 -5.4181 0.0760
H63 2.8559 -4.5553 -3.8408
H64 2.8661 -2.2742 -3.7658
H65 -3.8660 -2.5449 -0.5557
H66 2.0535 2.5127 7.0257
H67 4.0174 -1.6101 6.9612
H68 4.5690 3.0210 1.4215
H69 -3.1517 3.2818 -2.4157
H70 0.1330 -5.1643 -2.0945
H71 -1.7044 -0.5942 5.9634
H72 1.0089 0.9886 -4.4959
H73 -3.0900 -3.6073 1.8022
H74 -0.9362 -5.0852 -3.4073
H75 -3.1324 8.1629 -2.7302
H76 -3.0048 2.5964 5.9546

Results
<S²> ... 0.76
Spin multiplicity ... 2
LUMO level (spin up / spin down) ... -2.836 / -7.910 eV
Kohn-Sham gap (spin up / spin down) ... 7.0 / 2.0 eV
E_HOMO (spin up / spin down) ... -9.86 / -9.86 eV
Net charge ... +1

---

(4)
Formula: C3F6S
Source: OMol25
Level of theory: the ωB97M-V functional and the def2-TZVPD basis

Geometry (Å):
S1 1.2899 -0.5879 1.2346
F1 -1.8131 1.5307 0.4823
F2 -1.9395 -1.9733 -0.2150
F3 -3.6307 0.5365 -0.1695
F4 1.6949 1.0556 -0.7649
F5 2.6319 -0.8615 -0.9940
F6 3.4529 0.5758 0.3780
C1 -1.6626 -0.7291 0.0106
C2 -2.3418 0.3761 0.1447
C3 2.3182 0.0770 -0.1068

Results
ΔE to the lowest compared entry with this formula, charge and spin ... 83.2 kcal/mol
LUMO level (spin up / spin down) ... -3.859 / -3.861 eV
Kohn-Sham gap (spin up / spin down) ... 6.3 / 6.3 eV
E_HOMO (spin up / spin down) ... -10.16 / -10.16 eV

---

For each record above, in turn, the calculated largest force on an atom values are 0.246; 0.110; 0.099; 0.047 Eh/bohr.
For each record above, in turn, the calculated electronic energy values are -8718.54795; -1630.18715; -6371.73423; -1111.49574 Eh.